Entry 1:
9
Properties=species:S:1:pos:R:3:nbo_charge:R:1 method="wB97M-V/def2-TZVPD" e_above_lowest_kj_mol=428.4 gap_ha="0.29820 / 0.29825" homo_ev="-7.8678 / -7.8687" energy_ev=-14497.2941 total_charge=0 multiplicity=1
C -0.30 -0.03 0.13 0.388
O -0.15 -1.00 1.02 -0.707
O -1.56 0.51 0.22 -0.682
P 1.13 0.84 -0.66 0.305
H -0.60 -1.01 -1.63 -0.267
H -0.88 -1.61 1.21 0.513
H -1.43 1.28 -0.33 0.483
H 2.06 -0.31 -0.42 0.034
H 1.74 1.33 0.46 -0.068

---

Entry 2:
50
Properties=species:S:1:pos:R:3:nbo_charge:R:1 method="wB97M-V/def2-TZVPD" gap_ha=0.13804 homo_ev=-4.2793 energy_ev=-84068.5588 total_charge=-1 multiplicity=1
C 0.62 -3.81 -2.06 -0.730
C 0.56 -3.20 -0.69 0.708
O 0.86 -2.13 -0.34 -0.392
N 0.23 -4.22 0.43 -0.586
H -0.38 -4.94 0.05 0.431
H 1.13 -4.65 0.65 0.440
C -0.36 -3.57 1.66 -0.432
H -0.32 -4.30 -2.28 0.257
H 1.35 -4.63 -1.97 0.243
H 1.01 -3.08 -2.76 0.297
H -0.84 -4.34 2.26 0.233
H -1.04 -2.80 1.35 0.253
H 0.44 -3.07 2.21 0.271
C -2.06 -0.24 1.01 -0.757
C -1.32 0.40 -0.09 0.753
O -0.22 0.82 -0.06 -0.497
N -1.95 0.35 -1.43 -0.665
H -2.94 0.05 -1.31 0.483
H -2.19 1.33 -1.73 0.528
C -1.12 -0.31 -2.46 -0.426
H -2.15 -1.31 0.78 0.182
H -3.06 0.18 1.15 0.313
H -1.51 -0.07 1.93 0.295
H -0.79 -1.24 -2.02 0.145
H -0.30 0.35 -2.70 0.235
H -1.57 -0.48 -3.44 0.310
C 1.51 2.39 -2.86 -0.779
C 1.97 2.19 -1.46 0.759
O 2.40 1.17 -1.02 -0.501
N 2.15 3.41 -0.59 -0.577
H 3.05 3.31 -0.11 0.430
H 2.20 4.26 -1.14 0.431
C 1.02 3.54 0.40 -0.496
H 1.50 1.40 -3.30 0.246
H 2.16 3.07 -3.42 0.241
H 0.48 2.79 -2.93 0.341
H 0.06 3.67 -0.12 0.304
H 1.16 4.36 1.10 0.216
H 0.99 2.60 0.95 0.267
Cl -4.87 1.47 -0.92 -0.932
Cl -1.95 0.68 -5.85 -0.978
Cl -1.24 4.02 -1.65 -0.877
C 0.87 -0.24 4.57 0.672
F 0.74 -1.07 3.51 -0.365
F 0.03 -0.68 5.52 -0.333
F 2.11 -0.37 5.05 -0.332
S 0.46 1.51 4.10 2.358
O -0.91 1.33 3.67 -1.001
O 0.65 2.29 5.30 -0.969
O 1.40 1.79 3.03 -1.014

---

Entry 3:
58
Properties=species:S:1:pos:R:3:nbo_charge:R:1 method="wB97M-V/def2-TZVPD" gap_ha="0.18574 / 0.25461" homo_ev="-2.6875 / -4.6397" s_squared=2.025 energy_ev=-96948.6836 total_charge=-1 multiplicity=3
Ti 1.07 0.15 1.48 1.250
N -4.93 -5.38 -1.29 -0.802
C -3.87 -4.48 -1.13 0.175
C -2.77 -4.82 -0.35 -0.281
C -1.70 -3.94 -0.22 -0.161
C -1.73 -2.73 -0.88 -0.299
C -2.82 -2.37 -1.66 -0.154
C -3.89 -3.25 -1.79 -0.278
S -0.42 -1.58 -0.66 2.315
O -0.32 -0.81 -1.88 -0.989
O 0.76 -2.33 -0.26 -0.963
N -0.77 -0.69 0.61 -1.018
C -1.30 0.59 0.47 0.568
N -0.51 1.43 1.23 -0.714
C -0.82 2.78 1.19 -0.068
C -1.87 3.20 0.40 -0.300
C -2.60 2.27 -0.33 -0.095
N -2.30 0.92 -0.29 -0.546
H -5.04 -6.03 -0.53 0.371
H -5.81 -4.95 -1.53 0.372
H -2.75 -5.78 0.16 0.204
H -0.84 -4.20 0.39 0.241
H -2.83 -1.41 -2.15 0.247
H -4.74 -2.98 -2.40 0.204
H -0.20 3.44 1.78 0.208
H -2.12 4.25 0.35 0.209
H -3.44 2.56 -0.95 0.177
S 2.67 1.62 2.50 -0.278
C 2.76 1.06 4.17 -0.215
C 3.42 1.83 5.12 -0.215
C 3.54 1.42 6.44 -0.245
C 2.99 0.20 6.82 -0.239
C 2.33 -0.58 5.89 -0.259
C 2.20 -0.17 4.56 -0.064
S 1.35 -1.21 3.42 -0.276
H 3.85 2.78 4.81 0.207
H 4.06 2.04 7.16 0.197
H 3.07 -0.14 7.85 0.197
H 1.89 -1.53 6.18 0.209
O -1.16 2.42 -5.45 -0.723
C -1.15 2.91 -4.12 0.091
N -0.25 2.19 -3.26 -0.626
C 1.08 2.23 -3.52 0.669
O 1.54 2.84 -4.48 -0.658
C 1.93 1.47 -2.57 -0.190
C 3.11 0.86 -2.99 -0.099
C 3.78 0.04 -2.10 -0.259
C 3.26 -0.17 -0.84 0.093
N 2.16 0.46 -0.42 -0.527
C 1.53 1.28 -1.27 0.164
H -0.26 2.58 -5.78 0.485
H -2.16 2.80 -3.73 0.188
H -0.87 3.96 -4.10 0.164
H -0.62 1.46 -2.66 0.442
H 3.46 1.03 -4.00 0.233
H 4.69 -0.47 -2.40 0.222
H 3.71 -0.85 -0.14 0.221
H 0.64 1.77 -0.88 0.221

---

Entry 4:
75
Properties=species:S:1:pos:R:3:mulliken_spin:R:1 method="wB97M-V/def2-TZVPD" e_above_lowest_kj_mol=0.0 gap_ha="0.27621 / 0.27840" homo_ev="-12.0540 / -12.0525" s_squared=2.004 energy_ev=-177858.4413 total_charge=+2 multiplicity=3
Pr -2.26 0.23 -0.07 2.042
S -3.38 0.86 2.32 -0.015
C -4.45 -0.53 2.46 0.002
C -5.70 -0.34 3.06 0.000
C -6.59 -1.38 3.23 0.000
C -6.25 -2.67 2.81 -0.001
C -5.01 -2.90 2.25 0.001
C -4.11 -1.84 2.08 -0.003
S -2.59 -2.27 1.25 -0.005
C -1.26 -2.10 2.50 0.003
C -0.64 -0.75 2.81 -0.001
C -0.21 -0.56 4.11 -0.001
C 0.46 0.60 4.44 0.000
C 0.65 1.55 3.45 0.000
C 0.17 1.31 2.17 0.000
C 0.42 2.40 1.15 0.000
S -0.81 2.69 -0.18 -0.005
C 0.19 2.44 -1.64 -0.002
C 0.66 3.61 -2.23 0.000
C 1.38 3.57 -3.41 0.000
C 1.62 2.34 -4.01 0.000
C 1.18 1.17 -3.42 0.000
C 0.46 1.18 -2.21 0.000
S 0.02 -0.39 -1.53 -0.011
N -0.44 0.16 1.85 0.001
H -5.95 0.67 3.39 0.000
H -7.55 -1.19 3.69 0.000
H -6.95 -3.48 2.93 0.000
H -4.73 -3.89 1.94 0.000
H -0.49 -2.77 2.11 0.000
H -1.66 -2.54 3.41 0.000
H -0.40 -1.32 4.86 0.000
H 0.81 0.78 5.45 0.000
H 1.16 2.48 3.67 0.000
H 1.35 2.21 0.63 0.000
H 0.49 3.35 1.67 0.000
H 0.45 4.56 -1.76 0.000
H 1.74 4.49 -3.87 0.000
H 2.16 2.29 -4.95 0.000
H 1.37 0.21 -3.88 0.000
O -5.42 1.48 -5.92 0.000
C -4.69 1.17 -4.85 0.000
C -3.36 0.76 -4.89 0.000
C -2.72 0.48 -3.71 -0.001
N -3.30 0.57 -2.50 0.002
C -4.58 0.96 -2.50 -0.002
Br -5.35 1.03 -0.76 0.000
C -5.32 1.27 -3.60 0.000
H -4.92 1.38 -6.74 0.000
H -2.84 0.66 -5.83 0.000
H -1.69 0.14 -3.71 0.000
H -6.36 1.58 -3.54 0.000
C 5.61 -1.22 1.54 0.000
N 5.58 -0.15 0.44 0.000
C 5.69 -0.86 -0.92 0.000
N 4.67 -1.83 -1.05 0.000
C 4.74 -2.82 0.02 0.000
N 4.59 -2.18 1.33 0.000
C 3.24 -1.65 1.53 0.000
P 2.73 -0.33 0.30 -0.001
C 4.33 0.66 0.52 0.000
C 3.33 -1.27 -1.20 0.000
H 5.49 -0.72 2.49 0.000
H 6.59 -1.69 1.49 0.000
H 6.40 0.46 0.56 0.000
H 6.68 -1.32 -0.95 0.000
H 5.61 -0.10 -1.69 0.000
H 5.71 -3.32 -0.02 0.000
H 3.96 -3.56 -0.12 0.000
H 3.17 -1.23 2.54 0.000
H 2.53 -2.48 1.47 0.000
H 4.29 1.15 1.49 0.000
H 4.37 1.43 -0.25 0.000
H 3.30 -0.60 -2.07 0.000
H 2.62 -2.07 -1.41 0.000

---

Entry 5:
53
Properties=species:S:1:pos:R:3:nbo_charge:R:1 method="wB97M-V/def2-TZVPD" gap_ha="0.17294 / 0.19371" homo_ev="-0.3923 / -1.6288" s_squared=2.071 energy_ev=-68528.9563 total_charge=-2 multiplicity=3
Pt 0.32 0.39 -0.88 0.457
S -2.43 -3.32 -2.23 -0.299
C -1.32 -2.06 -2.33 -0.543
S -1.34 -1.13 -0.82 0.098
S -0.30 -1.68 -3.61 -0.290
C -2.58 2.66 -3.12 -0.263
C -1.68 1.70 -2.67 -0.006
N -0.99 1.89 -1.53 -0.494
C -1.15 3.01 -0.83 0.084
C -2.01 4.06 -1.23 -0.102
C -2.75 3.82 -2.40 -0.175
C -2.22 5.25 -0.45 -0.290
C -1.41 5.88 0.48 -0.292
C -0.03 5.76 0.75 0.123
C 0.58 6.54 1.78 -0.316
C 1.92 6.48 1.95 0.008
N 2.73 5.70 1.19 -0.567
C 2.08 4.98 0.28 0.263
N 0.79 4.95 0.01 -0.538
H -3.14 2.47 -4.03 0.207
H -1.50 0.77 -3.18 0.242
H -0.59 3.09 0.08 0.225
H -3.45 4.58 -2.74 0.192
H -3.19 5.71 -0.61 0.178
H -1.90 6.66 1.05 0.179
H -0.03 7.18 2.42 0.192
H 2.41 7.07 2.72 0.165
H 2.69 4.33 -0.34 0.154
C 1.64 -0.90 -0.27 -0.180
C 2.51 -1.69 0.07 -0.213
C 3.49 -2.59 0.46 -0.099
C 3.58 -3.84 -0.30 -0.064
C 2.44 -4.31 -0.98 -0.184
C 2.48 -5.45 -1.76 -0.195
C 3.67 -6.16 -1.89 -0.243
C 4.81 -5.70 -1.25 -0.250
C 4.77 -4.56 -0.47 -0.166
C 4.38 -2.26 1.56 0.040
C 4.53 -0.92 1.95 -0.219
C 5.35 -0.57 3.01 -0.204
C 6.04 -1.55 3.73 -0.253
C 5.87 -2.88 3.37 -0.228
C 5.06 -3.24 2.31 -0.233
H 1.52 -3.74 -0.90 0.252
H 1.59 -5.76 -2.28 0.218
H 3.71 -7.04 -2.52 0.195
H 5.75 -6.23 -1.37 0.192
H 5.68 -4.20 -0.02 0.198
H 3.99 -0.16 1.41 0.236
H 5.45 0.47 3.28 0.205
H 6.68 -1.28 4.56 0.195
H 6.37 -3.66 3.94 0.195
H 4.91 -4.28 2.08 0.212

---

Entry 6:
10
Properties=species:S:1:pos:R:3:nbo_charge:R:1 method="wB97M-V/def2-TZVPD" e_above_lowest_kj_mol=682.9 gap_ha=0.37656 homo_ev=-9.7942 energy_ev=-9208.1455 smiles="C1=NOCON1" total_charge=0 multiplicity=1
C 0.23 -0.39 -1.21 0.108
N -1.06 -0.25 -1.24 -0.114
O -1.47 0.60 -0.12 -0.393
C -0.53 0.38 1.04 0.183
O 0.72 0.67 1.00 -0.345
N 1.16 0.37 -0.45 -0.332
H 0.76 -1.20 -1.80 0.208
H -0.95 -0.69 1.37 0.125
H -0.93 0.92 1.81 0.186
H 2.06 -0.41 -0.39 0.374

---

Entry 7:
46
Properties=species:S:1:pos:R:3:nbo_charge:R:1 method="wB97M-V/def2-TZVPD" e_above_lowest_kj_mol=105.9 gap_ha=0.27457 homo_ev=-17.3815 energy_ev=-42655.2206 total_charge=+3 multiplicity=1
Y -0.12 0.08 -0.16 2.081
S -1.69 -2.04 -0.75 0.186
S 2.29 0.55 1.11 0.192
C -1.00 -3.51 0.10 -0.716
C -0.79 -2.04 -2.38 -0.545
C 0.75 -1.99 -2.38 -0.255
N 1.32 -0.70 -1.83 -0.793
C 2.78 -0.69 -1.43 -0.246
C 3.14 0.49 -0.53 -0.534
H -1.22 -1.20 -2.96 0.260
H -1.12 -2.96 -2.88 0.301
H 1.05 -2.06 -3.43 0.260
H 1.18 -2.84 -1.84 0.235
H 3.37 -0.57 -2.35 0.256
H 3.04 -1.65 -0.97 0.232
H 2.93 1.46 -1.02 0.257
H 4.22 0.48 -0.31 0.295
C 2.87 -0.99 1.93 -0.714
H 1.29 -0.06 -2.64 0.420
H 2.60 -1.82 1.27 0.213
H 2.32 -1.09 2.88 0.263
H 3.95 -1.00 2.14 0.291
H -1.34 -3.49 1.15 0.266
H 0.09 -3.44 0.08 0.215
H -1.32 -4.46 -0.35 0.292
C -0.77 3.94 -4.06 -0.369
C -1.53 4.33 -3.04 -0.442
H -1.17 3.30 -4.87 0.213
H 0.27 4.26 -4.18 0.210
H -2.59 4.04 -2.95 0.210
H -1.14 5.02 -2.26 0.197
O -0.92 2.08 -0.10 -0.889
C -1.85 2.09 1.23 -0.092
C -1.66 0.98 2.26 0.164
C -2.32 1.07 3.48 -0.196
C -2.14 0.07 4.43 -0.068
C -1.31 -1.01 4.14 -0.202
C -0.69 -1.06 2.90 0.061
N -0.87 -0.08 1.98 -0.668
H -0.63 2.96 -0.43 0.576
H -1.62 3.07 1.68 0.269
H -2.88 2.12 0.84 0.265
H -2.96 1.95 3.66 0.272
H -2.64 0.13 5.39 0.282
H -1.13 -1.82 4.83 0.277
H -0.03 -1.87 2.60 0.218

---

Entry 8:
30
Properties=species:S:1:pos:R:3:nbo_charge:R:1 method="wB97M-V/def2-TZVPD" gap_ha="0.30231 / 0.33106" homo_ev="-13.0815 / -14.1444" s_squared=2.010 energy_ev=-38009.7360 total_charge=+1 multiplicity=3
Mo 0.57 -0.27 0.52 1.828
O 0.71 1.58 1.65 -0.696
C -0.43 2.45 1.37 -0.086
C -0.58 2.44 -0.13 -0.260
N -0.79 1.07 -0.68 -0.425
C -2.18 0.58 -0.53 -0.359
C -2.31 -0.33 0.68 0.771
O -3.31 -0.90 0.99 -0.481
O -1.15 -0.40 1.38 -0.695
C -0.28 1.00 -2.07 -0.348
C 1.24 0.98 -2.02 0.766
O 1.96 1.28 -2.91 -0.482
O 1.68 0.57 -0.80 -0.689
H 0.86 1.52 2.61 0.532
H -0.20 3.45 1.72 0.232
H -1.30 2.06 1.89 0.214
H 0.33 2.84 -0.58 0.241
H -1.41 3.09 -0.43 0.239
H -2.48 0.03 -1.42 0.262
H -2.88 1.42 -0.41 0.247
H -0.64 1.84 -2.68 0.248
H -0.62 0.07 -2.53 0.255
C 2.36 -3.83 0.26 -0.887
S 0.99 -2.91 0.82 2.362
O 0.38 -2.16 -0.36 -0.909
O 0.10 -3.72 1.57 -0.834
O 1.55 -1.69 1.60 -0.888
H 1.96 -4.74 -0.19 0.286
H 2.95 -4.07 1.14 0.285
H 2.92 -3.25 -0.46 0.271